Here is the molecule C3H9N2O at a distorted geometry from OMol25. Energies are from ωB97M-V/def2-TZVPD.

The geometry in XYZ format:
```
15
Properties=species:S:1:pos:R:3:forces:R:3:mulliken_charge:R:1
N -0.375479 -1.424733 1.016976 -0.1034 -0.3337 -2.1270 -1.352
C -0.545774 -0.571150 -0.284354 1.7158 -0.3022 1.9819 -0.847
C 0.480892 -1.017026 -1.331269 0.3653 0.1435 0.0522 -1.384
C 0.037458 0.790335 0.190029 -1.1250 0.0465 -0.8443 0.132
N -0.391640 1.854063 -0.524111 0.3671 0.8938 0.4295 -0.248
O 0.939170 0.874485 1.003455 -0.2587 -0.2759 -0.0900 -0.431
H -1.140635 -1.264711 1.708069 -0.4334 -0.0020 0.0078 0.875
H -0.360728 -2.477528 0.695636 0.1183 0.7440 0.7557 0.780
H 0.497252 -1.063666 1.438384 0.1871 -0.4411 0.0694 0.529
H -1.578450 -0.647012 -0.601810 -0.0387 0.3865 0.0302 0.091
H 0.400381 -0.360632 -2.204282 -0.1821 -0.1698 -0.0315 0.377
H 1.487470 -0.842528 -0.932807 -0.1717 -0.1533 -0.0153 0.280
H 0.425560 -2.058284 -1.625503 -0.2831 -0.0678 -0.0615 0.694
H -0.034040 2.734807 -0.182790 -0.0028 0.0236 -0.1800 0.285
H -1.221126 1.915147 -1.084061 -0.1547 -0.4921 0.0229 0.218
```
Positions in Å, forces in eV/Å.

Frontier orbital gap (alpha / beta) (Eh): 0.1549 / 0.4229
<S²>: 0.751
Electronic energy (a.u.): -304.35247
Relative energy (zero: lowest compared OMol25 entry of this formula, charge and spin) (kJ/mol): 124.1
Charge: 0
2S+1: 2
LUMO level (alpha / beta) (eV): 0.76 / 0.57